1.
Molecular formula: C4H7FN2
Method: DFT, wB97M-V/def2-TZVPD

Properties
**SMILES**: [H]/N=C/[C@@H](C)/C=N/F
**Molecular weight**: 102.1 g mol⁻¹
**Orbital gap**: 10.261 eV
**Calculated total energy**: -365.8198 a.u.
**LUMO level**: 0.245 eV
**Energy above the lowest of the compared OMol25 structures with the same formula, charge and spin**: 4.319 eV

Structure (ORCA input):
```
! RIJCOSX wB97M-V def2-TZVPD def2/J DEFGRID3
* xyz 0 1
C -0.6942 1.1272 0.4856
C 1.2690 -0.1883 -0.2656
C -1.0732 -1.1775 -0.2407
C -0.0301 -0.2258 0.4271
N -0.4303 2.0450 -0.3470
N 2.5569 -0.3422 0.4933
F 3.5803 -0.2595 -0.4149
H -1.5444 1.3612 1.1931
H 1.1693 -0.0161 -1.3677
H -1.1404 -1.1471 -1.2601
H -0.8245 -2.3101 -0.0859
H -2.1500 -1.0666 -0.0436
H 0.2372 -0.6940 1.5061
H -0.9258 2.8938 -0.0798
*
```

Charges obtained by Löwdin population analysis, quoted in units of e: number 1, C, carries -0.236; number 2, C, carries -0.040; number 3, C, carries -0.079; number 4, C, carries -0.384; number 5, N, carries 0.100; number 6, N, carries 0.063; number 7, F, carries -0.141; number 8, H, carries 0.131; number 9, H, carries 0.127; number 10, H, carries 0.029; number 11, H, carries 0.117; number 12, H, carries 0.081; number 13, H, carries 0.181; number 14, H, carries 0.052

---

2.
Molecular formula: C4H7FN2O4
Method: DFT, wB97M-V/def2-TZVPD

Properties
**Molecular weight**: 166.1 g mol⁻¹
**Orbital gap (spin up / spin down)**: 9.755 / 9.754 eV
**Calculated total energy**: -666.8001 a.u.
**LUMO level (spin up / spin down)**: -0.584 / -0.585 eV
**Energy above the lowest of the compared OMol25 structures with the same formula, charge and spin**: 1.124 eV

Structure (ORCA input):
```
! RIJCOSX wB97M-V def2-TZVPD def2/J DEFGRID3
* xyz 0 1
C -1.0095 -1.4510 0.0642
C 1.6112 1.5446 -0.1599
C 0.8247 0.1874 0.4105
C -0.4874 -0.0568 -0.2397
N -1.1446 -2.3348 -0.9743
N -1.7562 1.2960 0.5840
O -1.3166 1.8769 1.5646
O -1.2642 -1.7504 1.2358
O -2.7316 1.4925 -0.0112
O 1.7027 -0.8869 0.2097
F -0.5285 0.2302 -1.5848
H 2.7691 1.5061 0.0407
H 1.2842 1.7938 -1.1551
H 1.1532 2.2334 0.4915
H 0.8122 0.4026 1.5133
H -1.0418 -1.9686 -1.8878
H -1.3051 -3.2962 -0.8964
H 2.4283 -0.8189 0.7948
*
```

Charges obtained by Löwdin population analysis, quoted in units of e: number 1, C, carries -0.444; number 2, C, carries 0.007; number 3, C, carries -0.333; number 4, C, carries -0.134; number 5, N, carries 0.210; number 6, N, carries -0.261; number 7, O, carries 0.060; number 8, O, carries 0.069; number 9, O, carries 0.125; number 10, O, carries -0.009; number 11, F, carries 0.071; number 12, H, carries 0.120; number 13, H, carries 0.055; number 14, H, carries 0.029; number 15, H, carries 0.160; number 16, H, carries 0.092; number 17, H, carries 0.102; number 18, H, carries 0.080

---

3.
Molecular formula: C4H7FO
Method: DFT, wB97M-V/def2-TZVPD

Properties
**SMILES**: CCO/C=C\F
**Molecular weight**: 90.1 g mol⁻¹
**Orbital gap**: 9.812 eV
**Calculated total energy**: -331.6411 a.u.
**LUMO level**: 0.986 eV
**Energy above the lowest of the compared OMol25 structures with the same formula, charge and spin**: 1.858 eV

Structure (ORCA input):
```
! RIJCOSX wB97M-V def2-TZVPD def2/J DEFGRID3
* xyz 0 1
C -1.5201 0.5522 -0.5378
C -0.9490 -0.8420 0.0189
C 1.0782 -0.1554 0.5433
C 2.3183 0.2502 0.2870
H -1.4639 1.3183 0.3457
H -2.5550 0.4885 -0.8536
H -0.9475 0.8410 -1.3924
H -1.3252 -0.9438 1.0898
H -1.4764 -1.6105 -0.5321
H 0.5194 0.4431 1.1401
H 2.8372 1.0646 0.7554
O 0.4418 -1.0870 -0.1170
F 3.0422 -0.3190 -0.7474
*
```

Charges obtained by Löwdin population analysis, quoted in units of e: number 1, C, carries -0.061; number 2, C, carries -0.234; number 3, C, carries -0.217; number 4, C, carries -0.074; number 5, H, carries 0.101; number 6, H, carries 0.059; number 7, H, carries 0.060; number 8, H, carries 0.134; number 9, H, carries 0.105; number 10, H, carries 0.081; number 11, H, carries 0.105; number 12, O, carries -0.039; number 13, F, carries -0.020

---

4.
Molecular formula: C4H7FOS
Method: DFT, wB97M-V/def2-TZVPD

Properties
**SMILES**: C#CF.CCSO
**Molecular weight**: 122.2 g mol⁻¹
**Orbital gap**: 9.444 eV
**Calculated total energy**: -729.7713 a.u.
**LUMO level**: 0.603 eV
**Energy above the lowest of the compared OMol25 structures with the same formula, charge and spin**: 3.045 eV

Structure (ORCA input):
```
! RIJCOSX wB97M-V def2-TZVPD def2/J DEFGRID3
* xyz 0 1
C 0.1375 -2.7712 -0.6244
C 0.3534 -3.3991 0.3656
C -0.4004 2.0680 1.1577
C -0.2748 0.8405 0.2768
O 0.4351 0.1278 -2.2107
F 0.5448 -4.1047 1.4239
S -0.4697 1.3236 -1.4804
H 1.3012 0.4761 -2.4457
H 0.0038 -2.1580 -1.4639
H -0.3314 1.7802 2.2070
H 0.3868 2.7836 0.9286
H -1.3616 2.5526 0.9933
H -1.0354 0.0974 0.5108
H 0.7105 0.3831 0.3615
*
```

Charges obtained by Löwdin population analysis, quoted in units of e: number 1, C, carries 0.107; number 2, C, carries -0.226; number 3, C, carries -0.183; number 4, C, carries -0.535; number 5, O, carries -0.502; number 6, F, carries 0.112; number 7, S, carries 0.845; number 8, H, carries 0.034; number 9, H, carries 0.005; number 10, H, carries 0.074; number 11, H, carries 0.066; number 12, H, carries 0.066; number 13, H, carries 0.063; number 14, H, carries 0.073

---

5.
Molecular formula: C4H7FOS2
Method: DFT, wB97M-V/def2-TZVPD

Properties
**SMILES**: FC[C@@H](CS)OC=S
**Molecular weight**: 154.2 g mol⁻¹
**Orbital gap**: 9.269 eV
**Calculated total energy**: -1128.0386 a.u.
**LUMO level**: 0.384 eV
**Energy above the lowest of the compared OMol25 structures with the same formula, charge and spin**: 0.206 eV

Structure (ORCA input):
```
! RIJCOSX wB97M-V def2-TZVPD def2/J DEFGRID3
* xyz 0 1
C -0.9476 -0.7868 1.1870
C 0.4891 -0.4478 0.7801
C 1.3528 0.0418 1.9853
C 0.1396 0.5043 -1.3615
H -2.5766 -0.9200 -0.6754
H -0.9104 -1.3153 2.1386
H -1.5461 0.1082 1.3601
H 0.9022 -1.2309 0.1944
H 0.7897 0.9324 2.4145
H 1.4697 -0.8203 2.7578
H 0.0289 -0.6079 -1.6403
O 0.2928 0.6983 -0.0617
F 2.6540 0.4501 1.6736
S -2.0270 -1.8522 0.0933
S 0.1152 1.7489 -2.3848
*
```

Charges obtained by Löwdin population analysis, quoted in units of e: number 1, C, carries -0.469; number 2, C, carries -0.347; number 3, C, carries -0.126; number 4, C, carries -0.777; number 5, H, carries -0.154; number 6, H, carries 0.069; number 7, H, carries 0.087; number 8, H, carries 0.129; number 9, H, carries 0.148; number 10, H, carries 0.153; number 11, H, carries 0.096; number 12, O, carries -0.164; number 13, F, carries -0.046; number 14, S, carries 0.712; number 15, S, carries 0.689

---

6.
Molecular formula: C4H7FS
Method: DFT, wB97M-V/def2-TZVPD

Properties
**SMILES**: FC[C@@H]1CCS1
**Molecular weight**: 106.2 g mol⁻¹
**Orbital gap**: 9.353 eV
**Calculated total energy**: -654.6058 a.u.
**LUMO level**: 0.844 eV
**Energy above the lowest of the compared OMol25 structures with the same formula, charge and spin**: 1.612 eV

Structure (ORCA input):
```
! RIJCOSX wB97M-V def2-TZVPD def2/J DEFGRID3
* xyz 0 1
C -1.7349 -0.7212 0.2355
C -0.2465 -0.4415 0.4643
C 0.4166 0.9197 0.0342
C 1.6916 0.3339 -0.5592
H -2.0259 -1.7298 0.3424
H -2.2594 -0.0013 0.9628
H 0.0150 -0.6173 1.4527
H 0.5395 1.4595 0.9356
H -0.1169 1.5974 -0.7183
H 2.7502 0.5392 -0.0993
H 1.7717 0.4153 -1.6073
F -1.9488 -0.3087 -1.1166
S 1.1476 -1.4451 -0.3267
*
```

Charges obtained by Löwdin population analysis, quoted in units of e: number 1, C, carries -0.154; number 2, C, carries -0.519; number 3, C, carries -0.242; number 4, C, carries -0.434; number 5, H, carries 0.097; number 6, H, carries 0.145; number 7, H, carries 0.054; number 8, H, carries 0.081; number 9, H, carries 0.135; number 10, H, carries 0.108; number 11, H, carries 0.031; number 12, F, carries -0.093; number 13, S, carries 0.791

---

- What is the calculated total energy in the first record?
  -365.8198 a.u.

---

- Which of these has the lowest calculated total energy?
  C4H7FOS2

---

- Look up the molecular weight of the sixth one.
  106.2 g mol⁻¹